No. 1
The following is a quantum chemistry calculation of one molecule with the formula C41H40N2O5, from the Open Molecules 2025 dataset.

Summary:
Energy above the lowest of the compared OMol25 structures with the same formula, charge and spin in kJ/mol: 113.4
SMILES: COc1ccc(CC2(C(c3ccc(N(C)c4ccccc4)cc3)c3ccc(N(C)c4ccccc4)cc3)C(=O)OC(C)(C)OC2=O)cc1
Gap between HOMO and LUMO in eV: 7.79

Geometry (Å):
C -4.8498 -5.1953 -1.9211
O -4.7478 -3.7971 -1.5708
C -3.8214 -3.0622 -2.2404
C -3.7836 -1.6732 -1.9590
C -2.6886 -0.9340 -2.3616
C -1.5725 -1.5767 -2.9371
C -0.1788 -1.0117 -2.9300
C 0.9358 -1.6986 -2.0005
C 1.0925 -1.0880 -0.7010
C -0.0694 -1.1261 0.2756
C -1.2069 -0.3418 0.1280
C -2.1446 -0.2083 1.1358
C -1.9692 -0.9383 2.3243
N -2.6903 -0.6292 3.4608
C -2.1622 -1.1496 4.7110
C -3.8088 0.2110 3.4943
C -4.0219 1.0132 4.6385
C -5.2263 1.6951 4.7887
C -6.2042 1.6465 3.7802
C -5.9563 0.9219 2.6075
C -4.7814 0.1837 2.4742
C -0.9039 -1.8646 2.4177
C 0.0951 -1.8548 1.4675
C 1.7529 0.3265 -0.7207
C 3.1533 0.4029 -0.7821
C 3.8201 1.6091 -0.8479
C 3.1470 2.7974 -0.4785
N 3.8748 3.9345 -0.1399
C 5.2463 3.7492 0.3017
C 3.3403 5.2241 -0.0589
C 3.9918 6.1885 0.7372
C 3.5388 7.5037 0.7454
C 2.4079 7.8737 0.0008
C 1.7414 6.9167 -0.7738
C 2.2405 5.6152 -0.8558
C 1.7445 2.7340 -0.3630
C 1.0536 1.5364 -0.5665
C 0.9466 -3.2615 -2.2042
O 0.1252 -3.8373 -2.9060
O 1.9970 -4.0340 -1.7443
C 3.1879 -3.4301 -1.2642
C 3.1183 -3.3465 0.2505
C 4.4750 -4.1537 -1.6448
O 3.3531 -2.1812 -2.0092
C 2.2939 -1.5531 -2.6670
O 2.4907 -0.9547 -3.6942
C -1.8742 -2.7769 -3.6209
C -2.8901 -3.6005 -3.1610
H -5.7024 -5.5613 -1.3459
H -5.0344 -5.3275 -2.9997
H -3.9338 -5.7381 -1.6390
H -4.6049 -1.2372 -1.3842
H -2.6700 0.1431 -2.1577
H 0.2312 -1.0935 -3.9448
H -0.2131 0.0495 -2.6483
H 1.8293 -1.7324 -0.2275
H -1.3615 0.2283 -0.7789
H -2.9538 0.5073 1.0048
H -2.1621 -2.2454 4.6813
H -1.1422 -0.7750 4.8692
H -2.7994 -0.8381 5.5378
H -3.2443 1.1047 5.4019
H -5.4055 2.2512 5.7116
H -7.1703 2.1414 3.9233
H -6.6799 0.9042 1.7901
H -4.6078 -0.4094 1.5774
H -0.8079 -2.5413 3.2687
H 1.0010 -2.4395 1.6328
H 3.7595 -0.4959 -0.8278
H 4.8767 1.6105 -1.1224
H 5.8942 4.4648 -0.2077
H 5.3276 3.8799 1.3862
H 5.5799 2.7426 0.0618
H 4.8563 5.9056 1.3429
H 4.0710 8.2457 1.3374
H 2.0655 8.9090 0.0030
H 0.8367 7.1668 -1.3294
H 1.7734 4.9021 -1.5391
H 1.1830 3.6306 -0.1040
H -0.0320 1.6005 -0.6340
H 2.1319 -3.6403 0.6230
H 3.8124 -4.1016 0.6424
H 3.4732 -2.3729 0.6330
H 4.7173 -4.0555 -2.7035
H 5.2843 -3.6571 -1.0883
H 4.4745 -5.2113 -1.3740
H -1.3161 -3.0671 -4.5137
H -2.9499 -4.6515 -3.4743


No. 2
The following is a quantum chemistry calculation of C41H41AuClGeN6O4S as an isolated structure, from the Open Molecules 2025 dataset.

Summary:
Energy above the lowest of the compared OMol25 structures with the same formula, charge and spin in kJ/mol: 0.0
Total charge: +1
Gap between HOMO and LUMO in eV: 7.15

Geometry (Å):
Au -0.0674 1.9335 0.1783
N 0.5564 3.9449 0.7859
C -0.3614 5.0556 0.5849
C 0.0844 6.3425 0.6355
C -0.8040 7.4292 0.4666
C -2.1330 7.2046 0.2729
C -2.6283 5.8794 0.2041
C -3.9988 5.5770 0.0043
C -4.3963 4.2780 -0.0781
C -3.4149 3.2630 0.0191
N -2.1460 3.5032 0.2107
C -1.7401 4.7944 0.3296
H 0.8747 3.9291 1.7504
H 1.3930 4.0621 0.2188
H 1.1358 6.5350 0.8153
H -0.4192 8.4390 0.5007
H -2.8248 8.0309 0.1727
H -4.7122 6.3874 -0.0775
H -5.4325 4.0089 -0.2244
H -3.7033 2.2211 -0.0757
Cl 6.4616 4.9888 -0.2532
C 5.4678 3.6227 0.1162
C 6.0201 2.4559 0.6158
C 5.1651 1.4043 0.8886
C 3.8055 1.5649 0.6662
N 3.2729 2.6862 0.1888
C 4.1003 3.6936 -0.0864
H 7.0863 2.3808 0.7777
H 5.5440 0.4615 1.2532
H 3.1122 0.7574 0.8711
H 3.6757 4.6032 -0.4983
C -0.4765 0.0394 -0.5309
Ge -2.2062 -0.8163 -0.0860
C -1.8660 -2.7504 -0.0599
C -1.8690 -3.5058 -1.2346
C -1.5881 -4.8672 -1.2126
C -1.2979 -5.4960 -0.0094
C -1.3089 -4.7656 1.1714
C -1.5965 -3.4071 1.1430
C -3.0240 -0.3439 1.6058
C -4.1524 -1.0705 1.9989
C -4.8331 -0.7460 3.1629
C -4.3903 0.3069 3.9525
C -3.2645 1.0262 3.5819
C -2.5856 0.7025 2.4137
C -3.4141 -0.3878 -1.5581
C -3.0017 -0.5214 -2.8850
C -3.8619 -0.2418 -3.9375
C -5.1558 0.1847 -3.6772
C -5.5822 0.3309 -2.3657
C -4.7186 0.0441 -1.3171
H -0.5413 0.1821 -1.6100
H -2.1123 -3.0344 -2.1801
H -1.6137 -5.4399 -2.1313
H -1.0823 -6.5563 0.0110
H -1.0978 -5.2546 2.1140
H -1.6193 -2.8547 2.0766
H -4.5017 -1.9010 1.3941
H -5.7076 -1.3125 3.4545
H -4.9225 0.5637 4.8590
H -2.9159 1.8425 4.2014
H -1.7104 1.2748 2.1255
H -1.9928 -0.8499 -3.1129
H -3.5237 -0.3547 -4.9594
H -5.8297 0.4025 -4.4950
H -6.5903 0.6656 -2.1585
H -5.0708 0.1507 -0.2971
C 5.9916 -3.0916 1.4904
C 5.5755 -3.7729 0.1914
S 4.9057 -2.6155 -0.9922
O 5.9370 -2.2283 -1.9126
O 4.1648 -1.5919 -0.2883
C 3.7352 -3.5780 -1.9321
C 2.4135 -3.9370 -1.2582
N 1.7352 -2.8310 -0.5664
C 1.1110 -1.8259 -1.2049
N 0.5777 -0.9964 -0.3025
C 0.8914 -1.4533 0.9416
C 1.6108 -2.5818 0.7798
N 2.1110 -3.3973 1.8589
O 2.6645 -4.4526 1.5794
O 1.9265 -2.9657 2.9766
C 1.1231 -1.6261 -2.6721
H 6.0670 -3.8370 2.2797
H 5.2520 -2.3521 1.7937
H 6.9549 -2.5960 1.3873
H 4.7937 -4.5106 0.3753
H 6.4101 -4.2434 -0.3261
H 4.2633 -4.4969 -2.1905
H 3.6018 -3.0028 -2.8485
H 2.5547 -4.7296 -0.5327
H 1.7113 -4.2978 -2.0090
H 0.5678 -0.9642 1.8429
H 1.0318 -2.5742 -3.2003
H 2.0613 -1.1467 -2.9599
H 0.3077 -0.9805 -2.9821